(1)
15
Properties=species:S:1:pos:R:3 method="wB97M-V/def2-TZVPD" e_tot_ha=-3740.24790 multiplicity=1 homo_energy_ev=-9.61 smiles=Clc1cc(Cl)c(Cl)c([Si](Cl)(Cl)Cl)c1Cl
Cl -1.73 -2.70 -1.73
C -1.18 -1.21 -0.99
C -1.86 -0.05 -1.27
C -1.45 1.16 -0.76
Cl -2.35 2.58 -1.07
C -0.29 1.22 0.05
Cl 0.42 2.80 0.42
C 0.36 0.03 0.42
Si 1.98 0.05 1.37
Cl 2.45 1.74 2.50
Cl 2.19 -1.45 2.78
Cl 3.50 -0.31 -0.04
C -0.09 -1.16 -0.11
Cl 0.78 -2.58 0.34
H -2.72 -0.12 -1.89

***

(2)
229
Properties=species:S:1:pos:R:3 method="wB97M-V/def2-TZVPD" e_tot_ha=-6121.55371 multiplicity=1 homo_energy_ev=-9.86
C 1.33 2.59 -4.50
C 0.31 1.59 -4.92
O -0.51 1.16 -4.06
C 0.19 1.25 -6.45
H 1.26 2.64 -3.41
H 1.12 3.55 -4.96
H 2.35 2.33 -4.79
H -0.61 0.53 -6.55
H 1.01 0.75 -6.95
H 0.01 2.19 -6.97
C -5.39 -3.86 -5.55
C -5.76 -4.00 -4.12
O -6.87 -4.36 -3.81
C -4.63 -3.69 -3.13
H -4.35 -4.18 -5.64
H -5.53 -2.82 -5.83
H -5.84 -4.58 -6.24
H -4.22 -2.70 -3.31
H -3.83 -4.41 -3.30
H -4.90 -3.78 -2.08
C 0.68 6.43 0.46
C 0.66 4.99 0.06
O -0.34 4.32 0.39
C 1.90 4.38 -0.66
H 0.53 7.03 -0.45
H 1.63 6.72 0.90
H -0.17 6.58 1.12
H 1.72 3.37 -1.03
H 2.70 4.34 0.08
H 2.25 4.97 -1.50
C 0.71 -7.25 4.03
C 0.26 -6.29 2.97
O 0.15 -6.52 1.76
C 0.10 -4.88 3.42
H 1.25 -8.04 3.50
H -0.17 -7.58 4.59
H 1.27 -6.74 4.80
H 0.63 -4.67 4.35
H -0.93 -4.60 3.64
H 0.57 -4.20 2.70
C -4.15 6.20 -0.24
C -4.61 4.86 -0.81
O -4.71 4.70 -2.01
C -4.47 3.71 0.10
H -3.06 6.21 -0.19
H -4.49 6.33 0.78
H -4.49 7.00 -0.89
H -4.75 2.79 -0.42
H -5.01 3.87 1.03
H -3.43 3.57 0.41
C -2.36 5.96 3.01
C -2.67 4.86 3.94
O -3.21 3.84 3.55
C -2.26 5.02 5.43
H -1.40 6.39 3.27
H -3.09 6.78 3.02
H -2.37 5.57 1.99
H -1.33 4.53 5.69
H -3.13 4.72 6.01
H -2.08 6.07 5.64
C -4.32 -0.22 -3.72
C -4.43 1.27 -3.49
C -3.31 2.05 -4.18
O -3.96 3.10 -4.88
C -5.34 2.84 -4.84
O -6.12 3.48 -5.54
O -5.58 1.78 -4.08
H -3.53 -0.59 -3.07
H -4.16 -0.57 -4.74
H -5.20 -0.74 -3.34
H -4.50 1.59 -2.46
H -2.80 1.45 -4.94
H -2.62 2.35 -3.39
C 5.76 -8.21 2.23
C 5.03 -7.38 1.16
C 3.59 -7.74 0.99
O 2.96 -6.47 0.79
C 3.81 -5.54 1.21
O 3.57 -4.31 1.19
O 4.98 -6.05 1.61
H 5.30 -8.24 3.21
H 6.81 -7.92 2.35
H 5.74 -9.29 2.16
H 5.61 -7.33 0.24
H 3.11 -8.12 1.90
H 3.45 -8.50 0.23
C -2.17 -5.37 -0.36
C -1.30 -4.07 -0.17
C 0.15 -4.19 -0.57
O 0.26 -3.34 -1.72
C -0.95 -2.73 -1.92
O -1.10 -1.91 -2.76
O -1.85 -3.10 -1.02
H -3.04 -5.28 0.29
H -1.60 -6.29 -0.17
H -2.66 -5.41 -1.33
H -1.36 -3.79 0.88
H 0.47 -5.20 -0.83
H 0.79 -3.65 0.12
C -2.82 6.47 -4.57
C -1.71 6.38 -3.58
C -1.14 4.95 -3.35
O 0.26 5.20 -3.24
C 0.60 6.46 -3.69
O 1.68 6.97 -3.96
O -0.55 7.16 -3.92
H -2.33 6.53 -5.55
H -3.35 7.41 -4.40
H -3.44 5.58 -4.60
H -2.13 6.68 -2.62
H -1.37 4.29 -4.19
H -1.63 4.55 -2.46
C 5.86 -2.59 2.85
C 7.15 -2.88 2.09
C 7.17 -3.39 0.66
O 8.05 -2.48 0.08
C 8.40 -1.51 0.85
O 9.14 -0.57 0.49
O 7.85 -1.69 2.02
H 5.13 -1.98 2.33
H 6.16 -2.13 3.78
H 5.28 -3.45 3.18
H 7.81 -3.46 2.74
H 6.14 -3.42 0.31
H 7.49 -4.43 0.74
C -4.07 -3.32 2.97
C -2.95 -2.34 3.49
C -3.49 -0.97 3.87
O -2.95 -0.72 5.17
C -2.47 -1.93 5.66
O -2.09 -2.15 6.77
O -2.34 -2.85 4.65
H -4.27 -2.96 1.96
H -4.99 -3.12 3.52
H -3.68 -4.34 2.92
H -2.22 -2.23 2.68
H -4.58 -0.99 3.85
H -3.10 -0.27 3.13
C -7.49 1.18 -1.15
C -6.96 0.13 -0.21
C -6.93 -1.26 -0.73
O -5.65 -1.72 -0.44
C -4.86 -0.71 0.04
O -3.71 -0.85 0.47
O -5.62 0.39 0.09
H -6.90 1.37 -2.04
H -7.43 2.09 -0.54
H -8.50 0.96 -1.49
H -7.58 0.26 0.68
H -7.21 -1.38 -1.78
H -7.75 -1.75 -0.19
C 0.82 3.49 3.66
C 1.86 4.38 4.44
C 2.82 5.17 3.50
O 2.44 6.58 3.80
C 1.52 6.66 4.82
O 1.11 7.64 5.45
O 1.06 5.40 5.06
H 0.32 4.00 2.84
H -0.03 3.23 4.29
H 1.24 2.55 3.32
H 2.43 3.72 5.10
H 2.59 4.85 2.48
H 3.89 5.02 3.64
C 1.42 0.14 5.77
C 1.75 -1.30 6.21
C 2.07 -2.37 5.08
O 3.36 -2.77 5.49
C 3.88 -2.02 6.43
O 5.00 -2.18 6.84
O 2.98 -1.21 6.92
H 1.43 0.69 6.71
H 0.49 0.27 5.23
H 2.23 0.46 5.11
H 0.93 -1.58 6.87
H 2.23 -2.00 4.07
H 1.55 -3.32 5.16
C -1.19 -2.20 -5.90
C 0.32 -2.43 -5.79
C 0.73 -3.86 -6.07
O 1.45 -3.79 -7.26
C 1.51 -2.60 -7.68
O 2.06 -2.30 -8.76
O 0.87 -1.74 -6.83
H -1.79 -2.73 -5.16
H -1.54 -2.55 -6.87
H -1.44 -1.14 -5.91
H 0.74 -2.13 -4.83
H -0.14 -4.51 -6.16
H 1.31 -4.13 -5.19
C 6.56 3.93 2.15
C 5.80 3.02 1.16
C 6.40 1.60 1.17
O 5.32 0.80 1.17
C 4.17 1.47 1.40
O 3.04 1.02 1.46
O 4.47 2.77 1.55
H 7.43 4.35 1.65
H 6.79 3.32 3.03
H 6.01 4.82 2.44
H 5.84 3.51 0.19
H 7.08 1.35 1.98
H 6.90 1.38 0.22
C 3.21 -1.76 -0.49
C 2.60 -0.96 -1.67
C 3.25 0.36 -2.15
O 3.41 0.14 -3.52
C 3.11 -1.18 -3.79
O 3.44 -1.85 -4.74
O 2.51 -1.75 -2.80
H 4.20 -2.14 -0.71
H 2.47 -2.52 -0.23
H 3.28 -1.02 0.31
H 1.54 -0.76 -1.48
H 4.15 0.56 -1.56
H 2.62 1.24 -2.14
C -0.77 1.14 -0.82
C -0.12 1.13 0.57
C -1.05 1.25 1.74
O -0.71 0.16 2.54
C 0.13 -0.66 1.83
O 0.40 -1.85 2.14
O 0.57 -0.10 0.71
H -1.36 2.05 -0.97
H -1.38 0.28 -1.09
H -0.07 1.14 -1.66
H 0.67 1.87 0.72
H -2.10 1.21 1.43
H -0.89 2.22 2.20